C6H11FN2S2 | ωB97M-V/def2-TZVPD

Each line ends with the natural charge from an NBO analysis.
Element x y z (Å)
1 C 0.46 -3.01 0.45  -0.151
2 C -0.62 -1.98 2.50  0.205
3 C 0.05 2.22 -0.14  -0.617
4 C 1.36 -2.62 -2.01  -0.710
5 C -0.75 0.96 0.14  -0.389
6 C -0.24 0.26 1.47  -0.207
7 N 0.15 -1.78 0.30  -0.327
8 N -0.52 -1.19 1.31  -0.300
9 F 0.13 -1.53 3.59  -0.364
10 S -0.01 -3.65 2.06  0.231
11 S 1.22 -3.95 -0.70  0.291
12 H -1.67 -1.94 2.72  0.184
13 H 0.05 3.03 0.57  0.206
14 H 1.08 1.82 -0.34  0.210
15 H -0.46 2.73 -0.97  0.214
16 H 1.05 -1.70 -1.45  0.275
17 H 0.59 -2.88 -2.64  0.213
18 H 2.34 -2.69 -2.49  0.230
19 H -0.54 0.37 -0.67  0.208
20 H -1.82 1.03 0.26  0.200
21 H 0.81 0.38 1.64  0.189
22 H -0.81 0.70 2.29  0.210

Calculated values
- HOMO energy: -0.2910 Ha
- Max |F|: 0.07365 hartree/bohr
- Energy relative to the best compared isomer or geometry (same formula, charge and spin): 0.0 kcal per mole
- Gap between HOMO and LUMO: 8.69 eV
- SMILES string: CCCN1N=C(SC)S[C@H]1F
- Electronic energy: -33766.6053 eV
- Net charge: 0
- LUMO level: 0.770 eV